[1]
Formula: C12H18Cl5N3OPPdSbSe4
Source: OMol25
Level of theory: the ωB97M-V functional and the def2-TZVPD basis

```
46
Properties=species:S:1:pos:R:3:lowdin_charge:R:1
Sb -4.227 2.103 -1.145 0.02
Pd 0.519 0.747 1.918 0.13
Se -3.208 2.011 -3.325 -0.41
Se -1.421 1.909 1.068 -0.15
Se -5.663 0.189 -0.807 -0.35
Se -1.336 1.503 3.333 -0.15
Cl 2.339 -0.649 3.049 0.66
Cl 3.809 -0.378 -2.977 0.63
Cl 1.460 1.328 -1.801 0.67
Cl 4.804 -2.364 1.964 0.64
Cl 5.496 -2.221 -1.106 0.62
P -1.525 -2.815 0.321 0.51
O -0.270 -2.396 0.976 -0.29
N -2.842 -2.693 1.325 -0.30
N -1.727 -2.016 -1.100 -0.30
N -1.622 -4.444 -0.122 -0.31
C -2.908 -2.150 -1.939 -0.12
C -4.169 -3.170 0.978 -0.14
C -0.836 -4.855 -1.271 -0.12
C 4.179 -1.298 -0.464 -0.71
C -1.563 -5.415 0.956 -0.14
C 3.419 -0.472 -1.292 -0.70
C 2.807 -0.624 1.350 -0.69
C 2.000 0.185 0.574 -0.31
C 2.357 0.264 -0.761 -0.70
C -0.726 -1.057 -1.558 -0.14
C -2.866 -1.540 2.227 -0.15
C 3.876 -1.371 0.893 -0.71
H -1.854 -1.194 2.423 0.00
H -0.894 -4.099 -2.052 0.07
H -2.606 -2.301 -2.982 0.08
H 0.222 -5.008 -1.016 0.08
H -3.326 -1.834 3.176 0.08
H -4.103 -4.062 0.355 0.06
H -0.531 -5.602 1.284 0.08
H -0.205 -0.626 -0.706 0.01
H -1.231 -5.797 -1.667 0.07
H -1.994 -6.365 0.621 0.07
H -4.702 -3.431 1.899 0.08
H 0.014 -1.527 -2.223 0.08
H -3.543 -1.262 -1.894 -0.01
H -3.493 -3.018 -1.633 0.06
H -1.223 -0.253 -2.101 0.04
H -4.757 -2.405 0.456 0.03
H -2.131 -5.052 1.811 0.07
H -3.437 -0.707 1.801 0.06
```

Properties
Multiplicity: 1
HOMO level, eV: -1.5
Total charge: -2
Molar mass, g mol⁻¹: 972.56
E, Ha: -13323.95237

[2]
Formula: C4H10N2O
Source: OMol25
Level of theory: the ωB97M-V functional and the def2-TZVPD basis

```
17
Properties=species:S:1:pos:R:3:lowdin_charge:R:1
O -2.782 -0.468 -0.416 -0.08
N 2.004 1.352 1.007 0.06
N -1.030 -1.811 -1.104 0.10
C 0.122 -0.448 1.383 -0.08
C -2.011 -0.915 -1.264 -0.58
C 0.751 0.221 0.192 -0.35
C 0.197 0.773 -0.996 0.19
H 1.435 2.172 1.216 0.03
H 0.642 0.738 -1.981 0.09
H -1.348 -2.436 -0.356 0.04
H 0.768 -0.193 2.218 0.07
H 0.028 -1.529 1.323 0.07
H 2.786 1.538 0.384 0.03
H -2.030 -0.397 -2.262 0.12
H -0.910 -0.091 1.437 0.08
H 1.744 -0.194 0.016 0.10
H -0.367 1.689 -0.798 0.10
```

Properties
Multiplicity: 1
HOMO level, eV: -8.4
Molar mass, g mol⁻¹: 102.14
E, Ha: -342.90789

[3]
Formula: C2H3F2N
Source: OMol25
Level of theory: the ωB97M-V functional and the def2-TZVPD basis

```
8
Properties=species:S:1:pos:R:3:lowdin_charge:R:1
F -1.179 0.003 -2.641 0.13
F 0.599 1.847 -1.939 -0.52
N -0.192 0.311 -0.717 0.03
C 0.299 0.460 0.456 0.10
C -0.636 -0.477 -1.571 -0.16
H -0.441 0.802 1.203 0.11
H 1.358 0.707 0.520 0.11
H -0.893 -1.590 -1.370 0.19
```

Properties
Multiplicity: 1
HOMO level (alpha / beta), eV: -9.2 / -8.7
Molar mass, g mol⁻¹: 79.05
E, Ha: -332.32878